The following is a DFT calculation (the ωB97M-V functional and the def2-TZVPD basis) of C24H18N3O7S4SbW as an isolated structure.

As for the LUMO energy (spin up / spin down): 1.478 / 1.425 eV. For the energy relative to the best compared isomer or geometry (same formula, charge and spin), the calculation gives 42.3 kcal per mole. For the HOMO energy (spin up / spin down), the calculation gives -3.97 / -3.81 eV. The expectation value of S² is 0.809.

```
! RIJCOSX wB97M-V def2-TZVPD def2/J DEFGRID3
* xyz -1 2
W -0.4686 -2.5159 0.8322
S -2.7040 -1.7413 -0.1244
Sb -2.1590 -3.8084 -1.2983
S -0.0306 -4.5399 -0.5144
S -2.3858 -3.6914 1.6233
O 3.5307 -1.6631 1.3850
C 2.5353 -1.8503 0.7146
O 1.5307 -2.5799 1.0650
C 2.4693 -1.3438 -0.6928
C 3.6423 -0.9826 -1.2877
C 3.6562 -0.6138 -2.6224
C 2.5119 -0.6301 -3.3691
C 1.3207 -0.9951 -2.7887
C 1.2323 -1.3092 -1.3961
O 0.1327 -1.5277 -0.7946
N 0.1973 -1.0430 -3.7465
O 0.3746 -0.5147 -4.8276
O -0.8069 -1.6031 -3.4605
N 4.9142 -0.2150 -3.2822
O 5.9350 -0.2176 -2.6273
O 4.8573 0.1239 -4.4500
H 4.5557 -1.0075 -0.7074
H 2.5356 -0.3731 -4.4153
C -3.6773 3.5360 -1.3840
C -2.2237 3.0640 -1.5514
C -2.1980 1.9564 -2.5900
C -1.3648 4.2286 -2.0676
C -1.6877 2.5907 -0.1954
C -1.6713 3.5073 0.8706
C -1.2183 3.1515 2.1172
C -0.8100 1.8356 2.3169
S -0.2432 1.1162 3.7775
C -0.1183 -0.3988 2.9774
N -0.4328 -0.4007 1.7207
C -0.8399 0.8867 1.2984
C -1.2414 1.2894 0.0176
C 0.2155 -1.6232 3.6735
C 0.7508 -1.6300 4.9610
C 1.0866 -2.8296 5.5467
C 0.8677 -4.0093 4.8314
C 0.3206 -3.9772 3.5665
C -0.0237 -2.7736 2.9532
H -4.0742 3.8725 -2.3502
H -3.7581 4.3687 -0.6785
H -4.3069 2.7170 -1.0191
H -2.6427 2.3191 -3.5234
H -2.7547 1.0734 -2.2647
H -1.1744 1.6612 -2.8150
H -1.7168 4.5478 -3.0565
H -0.3174 3.9238 -2.1595
H -1.4107 5.0914 -1.3968
H -2.0186 4.5267 0.7170
H -1.1965 3.8720 2.9295
H -1.2280 0.5637 -0.7772
H 0.9150 -0.6948 5.4896
H 1.5244 -2.8554 6.5395
H 1.1411 -4.9631 5.2734
H 0.1510 -4.9016 3.0368
*
```

For reference, the Löwdin charges in units of e are: number 1, W, carries 0.868; number 2, S, carries -0.141; number 3, Sb, carries 0.588; number 4, S, carries -0.076; number 5, S, carries -0.011; number 6, O, carries 0.081; number 7, C, carries -0.558; number 8, O, carries -0.237; number 9, C, carries -0.036; number 10, C, carries 0.073; number 11, C, carries -0.129; number 12, C, carries 0.061; number 13, C, carries -0.026; number 14, C, carries -0.263; number 15, O, carries -0.349; number 16, N, carries -0.361; number 17, O, carries 0.049; number 18, O, carries 0.052; number 19, N, carries -0.360; number 20, O, carries 0.070; number 21, O, carries 0.056; number 22, H, carries 0.136; number 23, H, carries 0.128; number 24, C, carries -0.049; number 25, C, carries -0.563; number 26, C, carries -0.062; number 27, C, carries -0.050; number 28, C, carries -0.154; number 29, C, carries -0.044; number 30, C, carries -0.083; number 31, C, carries -0.467; number 32, S, carries 1.143; number 33, C, carries -0.522; number 34, N, carries -0.013; number 35, C, carries -0.249; number 36, C, carries 0.020; number 37, C, carries -0.266; number 38, C, carries -0.058; number 39, C, carries -0.091; number 40, C, carries -0.080; number 41, C, carries -0.122; number 42, C, carries -0.306; number 43, H, carries 0.084; number 44, H, carries 0.073; number 45, H, carries 0.094; number 46, H, carries 0.090; number 47, H, carries 0.085; number 48, H, carries 0.083; number 49, H, carries 0.084; number 50, H, carries 0.092; number 51, H, carries 0.074; number 52, H, carries 0.108; number 53, H, carries 0.108; number 54, H, carries 0.055; number 55, H, carries 0.090; number 56, H, carries 0.097; number 57, H, carries 0.100; number 58, H, carries 0.086


The following is a DFT calculation (the ωB97M-V functional and the def2-TZVPD basis) of C24H18N3Pt as an isolated structure.

As for the LUMO energy (spin up / spin down): -12.842 / -12.855 eV. For the HOMO energy (spin up / spin down), the calculation gives -18.33 / -18.31 eV.

```
! RIJCOSX wB97M-V def2-TZVPD def2/J DEFGRID3
* xyz 3 1
Pt -0.3446 0.1713 0.6446
C 0.9691 -0.0606 3.9215
C 0.3475 -1.2175 4.3860
C -0.9629 -1.5398 4.0095
C -1.6714 -0.6922 3.1794
C -1.0918 0.5394 2.7709
C 0.2486 0.8389 3.1643
H 1.9710 0.1861 4.2458
H 0.8821 -1.8665 5.0686
H -1.4428 -2.4185 4.4221
H -2.7104 -0.8911 2.9443
H -1.7924 1.3164 2.4921
H 0.6874 1.8058 2.9477
C -1.1932 4.5036 0.3469
C -0.9386 3.2451 0.8951
N -0.6688 2.1657 0.1619
C -0.6079 2.3197 -1.1919
C -0.8782 3.5410 -1.8202
C -1.1821 4.6597 -1.0156
C -0.8500 3.5950 -3.2381
C -0.5732 2.4732 -4.0087
C -0.2573 1.2749 -3.3981
C -0.2097 1.1907 -1.9893
N 0.1450 0.1046 -1.2684
C 0.8394 -0.9766 -1.6635
C 1.6230 -1.1060 -2.8334
C 2.1882 -2.3249 -3.1470
C 1.9819 -3.4233 -2.3180
C 1.2601 -3.3190 -1.1016
C 1.0249 -4.4145 -0.2410
C 0.2938 -4.2016 0.8987
C -0.1424 -2.9099 1.2065
N 0.1007 -1.8497 0.4371
C 0.7509 -2.0683 -0.7386
H -1.4073 5.3285 1.0119
H -0.9631 3.1307 1.9681
H -1.3979 5.6182 -1.4719
H -1.0912 4.5331 -3.7256
H -0.6293 2.5322 -5.0871
H -0.1202 0.3882 -4.0009
H 1.8339 -0.2416 -3.4476
H 2.8036 -2.4250 -4.0306
H 2.4114 -4.3825 -2.5858
H 1.4042 -5.3980 -0.4907
H 0.0568 -5.0092 1.5770
H -0.6967 -2.7258 2.1136
*
```

For reference, the Löwdin charges in units of e are: number 1, Pt, carries 1.257; number 2, C, carries -0.031; number 3, C, carries 0.008; number 4, C, carries -0.067; number 5, C, carries -0.070; number 6, C, carries -0.265; number 7, C, carries -0.100; number 8, H, carries 0.133; number 9, H, carries 0.137; number 10, H, carries 0.136; number 11, H, carries 0.135; number 12, H, carries 0.096; number 13, H, carries 0.114; number 14, C, carries 0.038; number 15, C, carries -0.035; number 16, N, carries -0.025; number 17, C, carries -0.124; number 18, C, carries -0.104; number 19, C, carries 0.086; number 20, C, carries 0.114; number 21, C, carries 0.025; number 22, C, carries 0.075; number 23, C, carries -0.147; number 24, N, carries 0.011; number 25, C, carries -0.152; number 26, C, carries 0.077; number 27, C, carries 0.026; number 28, C, carries 0.119; number 29, C, carries -0.104; number 30, C, carries 0.085; number 31, C, carries 0.039; number 32, C, carries -0.022; number 33, N, carries -0.019; number 34, C, carries -0.130; number 35, H, carries 0.144; number 36, H, carries 0.121; number 37, H, carries 0.154; number 38, H, carries 0.156; number 39, H, carries 0.145; number 40, H, carries 0.136; number 41, H, carries 0.136; number 42, H, carries 0.146; number 43, H, carries 0.156; number 44, H, carries 0.154; number 45, H, carries 0.143; number 46, H, carries 0.095


The following is a DFT calculation (the ωB97M-V functional and the def2-TZVPD basis) of one molecule with the formula C24H18O4S.

As for the SMILES: Cc1ccc(S(=O)(=O)Oc2cc3c(c4c2=C2C(=O)CC=C[C@@H]2C=C4)C=CC=3)cc1. As for the LUMO energy: -1.717 eV. For the energy relative to the best compared isomer or geometry (same formula, charge and spin), the calculation gives 0.0 kcal per mole. For the HOMO energy, the calculation gives -7.32 eV.

```
! RIJCOSX wB97M-V def2-TZVPD def2/J DEFGRID3
* xyz 0 1
C 4.1576 1.8496 -1.6952
C 2.7592 1.8632 -1.1787
C 1.8013 2.4704 -1.9000
C 0.4857 2.5230 -1.3541
C 0.1327 1.9536 -0.0984
S -1.5157 2.2650 0.5891
O -1.4862 2.7511 1.9880
O -2.1618 3.2702 -0.2697
O -2.4211 0.8595 0.4315
C -1.7930 -0.2990 0.7793
C -1.3909 -0.4231 2.1296
C -0.8017 -1.6675 2.4269
C -0.6584 -2.6996 1.4810
C -1.2364 -2.5604 0.1997
C -1.8210 -1.3362 -0.1955
C -2.2559 -1.1427 -1.5701
C -2.8001 0.0912 -2.1579
O -2.0217 0.9711 -2.5566
C -4.2749 -0.0265 -2.6470
C -4.5345 -1.4123 -3.1762
C -3.6640 -2.4981 -3.0848
C -2.3189 -2.3998 -2.4954
C -1.8993 -3.6841 -1.8354
C -1.3388 -3.7616 -0.5941
C 0.0774 -3.7691 2.1284
C 0.4707 -3.4540 3.4411
C -0.1491 -2.1005 3.5961
C 1.2321 1.3806 0.6749
C 2.4811 1.2724 0.0688
H 4.8752 1.6035 -0.9301
H 4.4463 2.8943 -2.0217
H 4.1945 1.2375 -2.5897
H 2.0086 2.7888 -2.9088
H -0.2808 3.0295 -1.9132
H -1.3936 0.3530 2.8710
H -4.5789 0.8875 -3.1932
H -5.0503 0.1586 -1.8782
H -5.5037 -1.6066 -3.5045
H -3.9495 -3.4323 -3.5140
H -1.6568 -2.2459 -3.4319
H -2.0584 -4.7063 -2.2604
H -1.1745 -4.7529 -0.1386
H 0.4066 -4.7353 1.6492
H 1.1832 -4.0002 4.0665
H -0.0730 -1.5654 4.5065
H 0.9204 0.9002 1.6458
H 3.2564 0.9358 0.7031
*
```

For reference, the Löwdin charges in units of e are: number 1, C, carries -0.048; number 2, C, carries -0.302; number 3, C, carries -0.032; number 4, C, carries -0.022; number 5, C, carries -0.223; number 6, S, carries 0.772; number 7, O, carries -0.289; number 8, O, carries -0.297; number 9, O, carries -0.164; number 10, C, carries -0.266; number 11, C, carries 0.077; number 12, C, carries -0.230; number 13, C, carries -0.144; number 14, C, carries -0.078; number 15, C, carries -0.015; number 16, C, carries 0.064; number 17, C, carries -0.302; number 18, O, carries 0.100; number 19, C, carries -0.082; number 20, C, carries -0.044; number 21, C, carries -0.050; number 22, C, carries -0.245; number 23, C, carries -0.020; number 24, C, carries -0.014; number 25, C, carries -0.061; number 26, C, carries -0.032; number 27, C, carries -0.006; number 28, C, carries -0.018; number 29, C, carries -0.030; number 30, H, carries 0.071; number 31, H, carries 0.105; number 32, H, carries 0.084; number 33, H, carries 0.121; number 34, H, carries 0.099; number 35, H, carries 0.123; number 36, H, carries 0.132; number 37, H, carries 0.132; number 38, H, carries 0.079; number 39, H, carries 0.101; number 40, H, carries 0.194; number 41, H, carries 0.127; number 42, H, carries 0.121; number 43, H, carries 0.111; number 44, H, carries 0.097; number 45, H, carries 0.084; number 46, H, carries 0.122; number 47, H, carries 0.098


The following is a DFT calculation (the ωB97M-V functional and the def2-TZVPD basis) of C24H19AsMoO4S5SbSe as an isolated structure.

As for the LUMO energy (spin up / spin down): -1.919 / -1.543 eV. For the energy relative to the best compared isomer or geometry (same formula, charge and spin), the calculation gives 8.8 kcal per mole. For the HOMO energy (spin up / spin down), the calculation gives -7.63 / -8.30 eV. The expectation value of S² is 0.779.

```
! RIJCOSX wB97M-V def2-TZVPD def2/J DEFGRID3
* xyz 0 2
Mo -2.5526 1.1115 1.0045
S -5.8022 0.9128 4.2771
Sb -3.7802 0.0530 4.1519
S -2.3819 1.9388 3.0652
S -3.4893 -0.7855 1.6605
S -1.8101 0.0149 -1.4321
C -0.8847 -1.4286 -0.9272
C -0.9451 -2.5590 -1.7247
C -0.1369 -3.6508 -1.4213
C 0.7243 -3.5998 -0.3388
C 0.7650 -2.4686 0.4730
C -0.0424 -1.3824 0.1839
As -0.1849 0.1560 1.3556
C 0.2589 -0.6767 3.0506
C -0.5685 -1.6610 3.5789
C -0.2268 -2.2936 4.7637
C 0.9470 -1.9512 5.4227
C 1.7775 -0.9769 4.8915
C 1.4360 -0.3370 3.7058
C 1.3371 1.2787 1.0375
C 2.3955 0.8629 0.2418
C 3.4593 1.7243 0.0194
C 3.4567 2.9937 0.5836
C 2.3972 3.4040 1.3809
C 1.3287 2.5478 1.6059
H -1.6068 -2.5801 -2.5805
H -0.1811 -4.5378 -2.0391
H 1.3596 -4.4453 -0.1109
H 1.4118 -2.4508 1.3420
H -1.4707 -1.9570 3.0565
H -0.8813 -3.0515 5.1741
H 1.2158 -2.4483 6.3454
H 2.6956 -0.7085 5.3975
H 2.0913 0.4252 3.3057
H 2.3926 -0.1251 -0.2016
H 4.2870 1.4077 -0.6015
H 4.2810 3.6685 0.3935
H 2.3931 4.3937 1.8171
H 0.4914 2.8756 2.2118
S -0.2029 1.1324 -2.1503
C -0.1657 0.4909 -3.8026
C -1.2212 0.7241 -4.6822
C -1.1368 0.2502 -5.9807
C 0.0000 -0.4281 -6.4091
C 1.0527 -0.6447 -5.5340
C 0.9685 -0.1937 -4.2225
H -2.0852 1.2820 -4.3430
H -1.9536 0.4268 -6.6678
H 0.0631 -0.7871 -7.4279
H 1.9369 -1.1728 -5.8657
H 1.7774 -0.3713 -3.5251
O -2.8721 2.7062 -2.3205
Se -2.9806 3.2580 -0.8095
O -3.6040 4.7118 -0.5729
O -3.9170 2.0209 0.0623
O -1.6163 2.9008 0.1315
*
```

For reference, the Löwdin charges in units of e are: number 1, Mo, carries 0.611; number 2, S, carries -0.223; number 3, Sb, carries 0.328; number 4, S, carries 0.017; number 5, S, carries 0.022; number 6, S, carries 0.641; number 7, C, carries -0.599; number 8, C, carries -0.084; number 9, C, carries -0.059; number 10, C, carries -0.060; number 11, C, carries -0.085; number 12, C, carries -0.396; number 13, As, carries 1.209; number 14, C, carries -0.374; number 15, C, carries -0.163; number 16, C, carries -0.075; number 17, C, carries -0.074; number 18, C, carries -0.070; number 19, C, carries -0.087; number 20, C, carries -0.406; number 21, C, carries -0.115; number 22, C, carries -0.071; number 23, C, carries -0.070; number 24, C, carries -0.061; number 25, C, carries -0.108; number 26, H, carries 0.114; number 27, H, carries 0.111; number 28, H, carries 0.109; number 29, H, carries 0.112; number 30, H, carries 0.042; number 31, H, carries 0.110; number 32, H, carries 0.106; number 33, H, carries 0.107; number 34, H, carries 0.098; number 35, H, carries 0.098; number 36, H, carries 0.106; number 37, H, carries 0.106; number 38, H, carries 0.111; number 39, H, carries 0.089; number 40, S, carries 0.727; number 41, C, carries -0.587; number 42, C, carries -0.094; number 43, C, carries -0.069; number 44, C, carries -0.081; number 45, C, carries -0.083; number 46, C, carries -0.109; number 47, H, carries 0.099; number 48, H, carries 0.108; number 49, H, carries 0.104; number 50, H, carries 0.104; number 51, H, carries 0.101; number 52, O, carries -0.478; number 53, Se, carries 0.852; number 54, O, carries -0.389; number 55, O, carries -0.625; number 56, O, carries -0.646